1.
A structure of composition C6H10N3O2 in a non-equilibrium geometry, computed with the ωB97M-V functional and the def2-TZVPD basis.

Geometry as XYZ:
```
21
C6H10N3O2 | OMol25 | the ωB97M-V functional and the def2-TZVPD basis
C 0.01364 -0.75515 -1.88346
C -0.57663 0.82446 0.48171
C -0.86927 -1.14944 0.27493
C 0.35482 1.21430 -0.67786
C 1.17020 0.06370 -1.45511
C 2.14822 -0.58719 -0.45475
N -0.67167 -1.31096 -0.97027
N -1.32343 1.48261 1.26687
N -1.22003 -1.84827 1.26001
O -2.26888 0.81331 2.03902
O -1.19692 2.67847 1.50040
H -0.36672 -0.87239 -2.99564
H -0.26177 1.77116 -1.40592
H 1.14436 1.83422 -0.28448
H 1.63385 0.67716 -2.27387
H 1.57728 -0.77890 0.40512
H 2.82999 0.23298 -0.21631
H 2.53517 -1.50426 -0.88528
H -0.87402 -2.79414 1.27002
H -1.36659 -1.47159 2.26629
H -2.41161 1.47991 2.73856
```

Output
E_LUMO: -4.97 eV
E_tot: -548.90093 Eh
Energy above the lowest of the compared OMol25 structures with the same formula, charge and spin: 697.2 kJ/mol
Net charge: +1

Let us look at the natural (NBO) charges, expressed in e, one per atom: 0.27 0.17 0.57 -0.47 -0.27 -0.59 -0.45 0.32 -0.72 -0.53 -0.44 0.26 0.25 0.28 0.26 0.20 0.24 0.24 0.43 0.47 0.51



2.
The molecule C6H10N4 in a non-equilibrium geometry, computed with the ωB97M-V functional and the def2-TZVPD basis.

Geometry as XYZ:
```
20
C6H10N4 | OMol25 | the ωB97M-V functional and the def2-TZVPD basis
C -3.26787 0.64647 -0.28169
C -1.22045 0.60643 0.18718
C 0.20505 0.99054 0.30784
C 1.05614 -1.19032 -0.66606
C 1.25965 -0.12734 0.33701
C 2.63135 0.54361 0.11479
N -2.19478 1.44001 -0.11796
N -3.01446 -0.63318 -0.13930
N -1.71579 -0.66441 0.19396
N -1.04316 -1.76177 0.48108
H -4.24348 1.02600 -0.50161
H 0.39907 1.67082 -0.52807
H 0.32932 1.58607 1.21663
H 0.66446 -0.95615 -1.63867
H 1.50761 -2.15153 -0.50968
H 1.25829 -0.59602 1.32524
H 3.43914 -0.16244 0.28688
H 2.74134 1.38316 0.79604
H 2.70756 0.91195 -0.90456
H -1.49900 -2.56191 0.04095
```

Output
E_LUMO (alpha / beta): -0.82 / 0.20 eV
E_tot: -453.51607 Eh
Energy above the lowest of the compared OMol25 structures with the same formula, charge and spin: 354.1 kJ/mol
Net charge: 0

Let us look at the natural (NBO) charges, expressed in e, one per atom: 0.15 0.35 -0.45 -0.20 -0.30 -0.59 -0.48 -0.32 -0.04 -0.37 0.20 0.24 0.24 0.18 0.19 0.22 0.21 0.21 0.21 0.35



3.
The molecule C6H10N4O2 in a non-equilibrium geometry, computed with the ωB97M-V functional and the def2-TZVPD basis.

Geometry as XYZ:
```
22
C6H10N4O2 | OMol25 | the ωB97M-V functional and the def2-TZVPD basis
C -2.68394 -1.50352 -0.50369
C -2.73998 -0.20518 -1.33240
C 0.85434 -0.78097 -0.28144
C 0.82467 0.68925 1.61367
C 2.22118 -0.21614 -0.62560
C 2.16688 1.18012 1.22390
N -2.14982 -1.65483 0.56682
N -3.80530 0.06717 -1.97471
N 0.16904 0.24644 0.37943
N -1.09040 0.61098 0.30972
O -1.68106 0.65627 -1.00473
O 2.91611 0.22117 0.53372
H -3.46115 -2.20536 -0.86247
H 0.32413 -1.24663 -1.12832
H 1.18184 -1.45517 0.55144
H 0.92727 -0.07356 2.39112
H 0.20686 1.47870 2.20326
H 2.75054 -1.11164 -1.00599
H 2.07121 0.62957 -1.33059
H 2.10392 2.12037 0.51410
H 2.75322 1.53177 2.11832
H -3.85957 1.02117 -2.35555
```

Output
E_LUMO (alpha / beta): 0.32 / -0.33 eV
E_tot: -603.88833 Eh
Energy above the lowest of the compared OMol25 structures with the same formula, charge and spin: 654.5 kJ/mol
Net charge: 0

Let us look at the natural (NBO) charges, expressed in e, one per atom: -0.12 0.51 -0.28 -0.27 -0.08 -0.08 -0.23 -0.65 -0.22 0.09 -0.42 -0.52 0.22 0.24 0.21 0.21 0.25 0.20 0.18 0.17 0.21 0.37



4.
The molecule C6H10N4O3 in a non-equilibrium geometry, computed with the ωB97M-V functional and the def2-TZVPD basis.

Geometry as XYZ:
```
23
C6H10N4O3 | OMol25 | the ωB97M-V functional and the def2-TZVPD basis
C -2.32953 0.51198 -1.38313
C -1.22404 -0.53802 -1.32707
N -1.35497 -1.85918 -1.76329
N -0.17650 -2.38419 -1.78195
N 0.68895 -1.51984 -1.21341
O 2.04167 -1.78467 -0.96805
C 0.04776 -0.31935 -0.92045
C 0.68874 1.00544 -0.40712
C 0.98837 1.05789 1.10562
N 2.08989 0.09140 1.41152
C -0.27862 0.81065 1.99161
O -1.28183 1.47166 1.81172
O -0.21149 -0.21579 2.89037
H -1.97569 1.53613 -1.33319
H -2.88752 0.37908 -2.29828
H -3.03730 0.34896 -0.54526
H 2.32147 -2.52423 -1.53246
H 0.00773 1.83243 -0.61218
H 1.63041 1.14400 -0.94724
H 1.34661 2.06765 1.32258
H 2.02698 -0.17054 2.40560
H 1.99085 -0.71677 0.80923
H -1.11193 -0.22470 3.28486
```

Output
E_LUMO: 0.58 eV
E_tot: -679.29993 Eh
SMILES: Cc1nnn(O)c1C[C@H](N)C(=O)O
Energy above the lowest of the compared OMol25 structures with the same formula, charge and spin: 0.0 kJ/mol
Net charge: 0

Let us look at the natural (NBO) charges, expressed in e, one per atom: -0.64 0.09 -0.23 -0.08 0.09 -0.53 0.06 -0.42 -0.14 -0.84 0.78 -0.60 -0.68 0.22 0.23 0.23 0.50 0.25 0.24 0.22 0.37 0.37 0.50